This record from the OMol25 dataset describes one molecule with the formula C7H10 in a non-equilibrium geometry. The level of theory is ωB97M-V/def2-TZVPD.

For the HOMO-LUMO gap, the calculation gives 9.15 eV. The SMILES is C=C[C@H]1C=C(C)C1. The value obtained for the relative energy (zero: lowest compared OMol25 entry of this formula, charge and spin) is 82.3 kcal per mole.

Element x y z (Å)
1 C 0.137 0.542 -1.019
2 C 0.477 -0.608 -0.427
3 C 1.705 -1.436 -0.386
4 C -1.273 0.466 -0.526
5 C -0.030 1.381 1.529
6 C -1.000 1.413 0.587
7 C -0.963 -1.010 -0.169
8 H -0.301 1.837 2.473
9 H -2.174 0.722 -1.100
10 H -1.272 -1.413 0.803
11 H 1.731 -2.095 0.485
12 H 1.701 -2.072 -1.281
13 H -1.658 2.264 0.531
14 H 2.614 -0.831 -0.407
15 H 1.013 1.099 1.399
16 H 0.617 1.377 -1.513
17 H -1.328 -1.658 -0.977

***

This record from the OMol25 dataset describes a 2-piece molecular cluster, C7H10 overall in a non-equilibrium geometry. The level of theory is ωB97M-V/def2-TZVPD.

For the HOMO-LUMO gap, the calculation gives 8.64 eV. The SMILES is C=CC1=CC=CC1.[H][H]. The value obtained for the relative energy (zero: lowest compared OMol25 entry of this formula, charge and spin) is 78.6 kcal per mole.

Element x y z (Å)
1 C -1.463 -0.008 0.666
2 C 1.926 -0.162 -0.837
3 C 0.778 1.044 0.761
4 C 0.531 -0.603 -0.857
5 C -0.095 -0.029 0.182
6 C 2.100 0.762 0.122
7 C -2.308 0.307 -0.307
8 H 3.021 1.233 0.429
9 H 0.093 -1.255 -1.611
10 H -1.645 0.186 1.726
11 H 0.385 2.012 0.395
12 H -1.069 -2.347 0.407
13 H 0.741 1.098 1.853
14 H -0.509 -2.635 0.014
15 H -3.119 0.990 -0.161
16 H 2.692 -0.600 -1.465
17 H -2.059 0.007 -1.317

***

This record from the OMol25 dataset describes C7H10 as an isolated structure in a non-equilibrium geometry. The level of theory is ωB97M-V/def2-TZVPD.

For the HOMO-LUMO gap, the calculation gives 8.86 eV. The value obtained for the relative energy (zero: lowest compared OMol25 entry of this formula, charge and spin) is 119.1 kcal per mole.

Element x y z (Å)
1 C 1.561 0.154 0.635
2 C 1.355 -0.302 -0.748
3 C -1.168 -0.830 -1.366
4 C -1.133 1.177 0.535
5 C 0.033 -1.005 -0.562
6 C -0.710 -0.271 0.491
7 C 1.962 0.488 1.719
8 H -2.224 1.135 0.535
9 H -1.262 0.056 -2.003
10 H -0.869 -0.777 1.454
11 H 2.303 0.788 2.679
12 H -0.830 1.739 1.433
13 H 1.265 0.555 -1.424
14 H -0.808 1.742 -0.341
15 H 0.125 -2.047 -0.254
16 H 2.183 -0.930 -1.086
17 H -1.782 -1.672 -1.697

***

This record from the OMol25 dataset describes one molecule with the formula C7H10. The level of theory is ωB97M-V/def2-TZVPD.

For the HOMO-LUMO gap, the calculation gives 9.93 eV. The SMILES is C[C@@H]1[C@@H]2C=CC[C@H]12. The value obtained for the relative energy (zero: lowest compared OMol25 entry of this formula, charge and spin) is 26.0 kcal per mole.

Element x y z (Å)
1 C 1.219 0.440 -0.884
2 C -1.007 -0.755 -0.189
3 C 0.377 -0.830 -0.782
4 C 0.834 0.012 1.407
5 C 1.386 0.878 0.555
6 C -1.797 0.527 -0.036
7 C 0.167 -1.117 0.693
8 H 2.192 0.232 -1.349
9 H 0.824 0.116 2.488
10 H 0.587 -1.638 -1.477
11 H -1.165 1.416 -0.109
12 H -2.302 0.562 0.936
13 H 0.222 -2.123 1.101
14 H -1.626 -1.614 -0.444
15 H 1.875 1.808 0.834
16 H -2.564 0.598 -0.815
17 H 0.740 1.216 -1.498

***

This record from the OMol25 dataset describes one molecule with the formula C7H10. The level of theory is ωB97M-V/def2-TZVPD.

For the HOMO-LUMO gap (alpha / beta), the calculation gives 7.45 / 7.36 eV. The value obtained for the relative energy (zero: lowest compared OMol25 entry of this formula, charge and spin) is 112.6 kcal per mole.

Element x y z (Å)
1 C -1.231 2.360 -1.070
2 C 0.626 0.562 -0.031
3 C -0.231 -1.943 0.219
4 C 0.270 -0.821 -0.688
5 C 0.623 0.700 1.481
6 C -0.578 1.120 -0.814
7 C -0.816 -0.076 -1.419
8 H -1.056 -1.603 0.853
9 H 0.728 1.755 1.760
10 H -0.586 3.168 -0.656
11 H -1.507 -0.364 -2.210
12 H -0.311 0.337 1.922
13 H 1.455 0.150 1.936
14 H 0.573 -2.305 0.868
15 H -0.594 -2.789 -0.374
16 H 1.065 -1.201 -1.344
17 H 1.571 0.948 -0.433

***

This record from the OMol25 dataset describes one molecule with the formula C7H10 in a non-equilibrium geometry. The level of theory is ωB97M-V/def2-TZVPD.

For the HOMO-LUMO gap, the calculation gives 9.68 eV. The SMILES is C=CC(=C)C(=C)C. The value obtained for the relative energy (zero: lowest compared OMol25 entry of this formula, charge and spin) is 51.3 kcal per mole.

Element x y z (Å)
1 C -0.016 -0.364 0.499
2 C 0.658 -2.163 -1.061
3 C 0.524 2.026 0.722
4 C -0.839 1.352 -1.222
5 C -0.284 -1.406 -0.479
6 C 0.000 -0.677 1.798
7 C 0.023 1.042 -0.034
8 H 0.940 1.871 1.705
9 H 1.705 -2.143 -0.763
10 H -1.852 1.002 -1.032
11 H -0.066 -1.720 2.075
12 H -0.738 2.390 -1.527
13 H 0.465 -2.905 -1.824
14 H -1.155 -1.495 -1.133
15 H 0.487 3.024 0.303
16 H -0.529 0.786 -2.111
17 H 0.084 0.064 2.580

***

This record from the OMol25 dataset describes C7H10 as an isolated structure in a non-equilibrium geometry. The level of theory is ωB97M-V/def2-TZVPD.

Its expectation value of S² is 0.780. For the HOMO-LUMO gap (alpha / beta), the calculation gives 7.91 / 6.41 eV. The multiplicity is 2. The value obtained for the relative energy (zero: lowest compared OMol25 entry of this formula, charge and spin) is 70.5 kcal per mole. Its total charge is +1.

Element x y z (Å)
1 C 0.977 0.518 -0.268
2 C 2.243 0.142 -0.676
3 C -1.216 -0.002 0.757
4 C -1.985 -0.081 -0.549
5 C -3.304 -0.119 -0.587
6 C 3.451 0.046 0.001
7 C 0.245 -0.164 0.672
8 H 4.312 -0.176 -0.629
9 H -3.844 -0.025 -1.516
10 H 0.460 1.293 -0.808
11 H -1.453 0.990 1.169
12 H 3.716 0.587 0.909
13 H 0.666 -1.014 1.180
14 H -3.929 -0.208 0.298
15 H -1.649 -0.659 1.504
16 H 2.755 -0.948 0.026
17 H -1.443 -0.181 -1.483

***

This record from the OMol25 dataset describes C7H10AlFN as an isolated structure in a non-equilibrium geometry. The level of theory is ωB97M-V/def2-TZVPD.

For the HOMO-LUMO gap, the calculation gives 7.09 eV. The value obtained for the relative energy (zero: lowest compared OMol25 entry of this formula, charge and spin) is 3.8 kcal per mole. Its total charge is -1.

Element x y z (Å)
1 Al -0.749 -0.471 -0.074
2 F -2.378 -0.770 -0.426
3 N 0.073 -1.348 1.362
4 C 1.025 1.221 -0.999
5 C -0.176 1.123 -1.775
6 C 1.632 -0.061 -0.930
7 C -0.311 -0.254 -2.214
8 C -0.409 -0.358 2.336
9 C -0.549 0.893 1.495
10 C 0.807 -0.997 -1.649
11 H 1.428 2.143 -0.581
12 H -0.102 -2.287 1.716
13 H -0.988 -0.615 -2.984
14 H 1.067 -2.020 -1.908
15 H -0.781 1.955 -2.129
16 H 0.311 -0.265 3.155
17 H -1.374 -0.563 2.817
18 H -1.465 1.464 1.642
19 H 0.356 1.505 1.601
20 H 2.582 -0.295 -0.456

***

This record from the OMol25 dataset describes C7H10B3CaF12O6 as an isolated structure in a non-equilibrium geometry. The level of theory is ωB97M-V/def2-TZVPD.

For the HOMO-LUMO gap, the calculation gives 10.47 eV. Its total charge is -1.

Element x y z (Å)
1 Ca -3.212 -2.165 4.512
2 F -3.469 -5.734 3.575
3 F -5.478 -2.855 4.288
4 F -5.477 -0.740 5.055
5 F -2.333 -0.116 3.697
6 F -1.432 -0.642 1.755
7 F -2.605 -4.404 5.054
8 F -7.168 -1.369 3.592
9 F -5.035 -1.214 3.017
10 F -0.234 0.159 3.573
11 F -2.948 -3.712 3.034
12 F -1.152 -1.864 3.583
13 F -1.243 -4.962 3.443
14 O -1.198 -1.580 5.967
15 O -4.202 -2.181 6.659
16 O -0.046 0.120 7.016
17 O -1.351 -1.252 8.196
18 O -5.322 -2.084 8.576
19 O -5.071 -4.092 7.538
20 C -0.867 -0.956 6.998
21 C -4.782 -2.748 7.559
22 C -5.271 -5.426 9.563
23 C -0.660 -0.467 9.147
24 C -5.913 -4.382 8.667
25 C -6.071 -2.968 9.328
26 C 0.227 0.515 8.361
27 B -5.862 -1.585 4.033
28 B -1.255 -0.602 3.120
29 B -2.562 -4.744 3.772
30 H -5.414 -2.962 10.198
31 H -4.427 -4.996 10.102
32 H -1.432 0.122 9.641
33 H -0.030 -0.946 9.897
34 H -6.793 -4.841 8.216
35 H -7.045 -2.594 9.643
36 H -6.001 -5.900 10.219
37 H -0.146 1.532 8.481
38 H -4.928 -6.271 8.965
39 H 1.293 0.486 8.588

***

This record from the OMol25 dataset describes C7H10BrNO2 as an isolated structure in a non-equilibrium geometry. The level of theory is ωB97M-V/def2-TZVPD.

For the HOMO-LUMO gap, the calculation gives 9.83 eV. The value obtained for the relative energy (zero: lowest compared OMol25 entry of this formula, charge and spin) is 89.0 kcal per mole.

Element x y z (Å)
1 Br 1.786 2.284 0.883
2 O 2.995 -0.065 -0.351
3 O 1.799 0.248 -2.086
4 N 2.007 0.306 -0.908
5 C -0.939 0.360 1.331
6 C 0.447 -0.322 0.988
7 C -0.591 1.240 -0.864
8 C 0.151 -1.563 0.161
9 C -1.114 -1.142 -0.636
10 C -1.444 0.238 -0.075
11 C 1.047 0.771 0.075
12 H -0.781 1.288 1.674
13 H -0.794 -1.258 -1.655
14 H -0.023 -2.296 0.832
15 H -1.957 -1.863 -0.275
16 H 1.150 -0.373 1.964
17 H -2.443 0.559 -0.062
18 H 1.002 -1.704 -0.431
19 H -0.337 1.181 -1.883
20 H -0.631 2.305 -0.823
21 H -1.331 -0.195 2.142

***

This record from the OMol25 dataset describes C7H10Cl2N2O3 as an isolated structure in a non-equilibrium geometry. The level of theory is ωB97M-V/def2-TZVPD.

For the HOMO-LUMO gap, the calculation gives 8.98 eV. The value obtained for the relative energy (zero: lowest compared OMol25 entry of this formula, charge and spin) is 64.5 kcal per mole.

Element x y z (Å)
1 Cl 1.479 -1.895 2.258
2 Cl -2.026 2.071 1.963
3 O -1.597 -1.798 0.157
4 O -0.410 0.004 3.422
5 O 1.309 -0.348 -1.017
6 N -1.060 0.729 1.362
7 N 0.810 -0.546 1.560
8 C 1.949 -1.607 -1.394
9 C -0.426 -1.662 -0.069
10 C -0.206 0.093 2.240
11 C -1.815 0.830 -0.928
12 C 0.249 2.089 -0.212
13 C -0.599 0.857 0.025
14 C 0.243 -0.380 -0.255
15 H -1.450 0.673 -1.922
16 H -0.341 2.940 -0.135
17 H 2.423 -2.027 -0.570
18 H 1.262 -2.264 -1.941
19 H -2.501 0.111 -0.424
20 H 1.278 2.095 0.353
21 H 2.672 -1.354 -2.139
22 H 0.225 -2.475 0.098
23 H 0.652 1.940 -1.268
24 H -2.121 1.926 -1.163

***

This record from the OMol25 dataset describes one molecule with the formula C7H10Cl3P in a non-equilibrium geometry. The level of theory is ωB97M-V/def2-TZVPD.

For the HOMO-LUMO gap (alpha / beta), the calculation gives 6.84 / 7.19 eV. The value obtained for the relative energy (zero: lowest compared OMol25 entry of this formula, charge and spin) is 29.6 kcal per mole.

Element x y z (Å)
1 Cl 2.790 -0.243 -1.429
2 Cl 3.656 1.354 0.832
3 Cl 1.515 -2.488 0.230
4 P 1.972 -0.917 1.383
5 C -1.745 -1.460 0.287
6 C 2.336 0.291 0.184
7 C 0.093 -0.301 1.693
8 C -0.718 -0.339 0.476
9 C -0.553 0.639 -0.484
10 C -1.050 0.666 -1.864
11 C 0.254 1.765 -0.113
12 H -0.273 0.934 -2.590
13 H -2.083 -1.400 -0.787
14 H 0.429 1.924 0.917
15 H -1.745 1.360 -2.009
16 H 0.339 2.428 -0.844
17 H -2.685 -1.302 0.877
18 H 0.371 0.723 2.147
19 H -1.212 -2.386 0.640
20 H -1.480 -0.265 -2.048
21 H -0.211 -0.985 2.501

***

| no. | E (hartree) |
| --- | --- |
| 1 | -272.58691 |
| 2 | -272.59278 |
| 3 | -272.52821 |
| 4 | -272.67656 |
| 5 | -272.53854 |
| 6 | -272.63629 |
| 7 | -272.25520 |
| 8 | -669.88728 |
| 9 | -2675.66607 |
| 10 | -3051.79025 |
| 11 | -1528.18948 |
| 12 | -1994.53406 |